[1]
C5H10N2O | ωB97M-V/def2-TZVPD

Each line ends with the Löwdin charge.
CARTESIAN COORDINATES (ANGSTROEM)
C 0.69 -0.36 0.87  -0.084
C -0.33 -0.34 -0.20  -0.158
C 2.16 -0.56 -1.44  -0.025
C -1.91 0.93 0.37  -0.402
C 1.11 -1.29 -0.63  -0.494
N -1.63 1.06 1.66  0.093
N -2.73 1.30 -0.48  0.093
O 1.02 -2.50 -0.62  0.049
H -0.78 0.55 1.98  0.069
H -1.94 1.86 2.18  0.109
H -3.55 1.83 -0.19  0.051
H 0.61 -1.10 1.64  0.103
H 1.37 0.48 0.95  0.097
H -1.09 -1.11 -0.19  0.125
H -0.30 0.44 -0.96  0.112
H 2.02 0.52 -1.45  0.079
H 3.15 -0.78 -1.02  0.093
H 2.14 -0.92 -2.47  0.089

## Properties
Largest force on an atom: 0.0855 Eh/bohr
Energy above the lowest of the compared OMol25 structures with the same formula, charge and spin: 502.0 kJ/mol
Highest occupied orbital energy: -7.25 eV
E_tot: -10370.1022 eV
Total charge: 0



[2]
C5H10N2O | ωB97M-V/def2-TZVPD

Each line ends with the Löwdin charge.
CARTESIAN COORDINATES (ANGSTROEM)
C -0.47 -1.36 0.69  -0.036
C -0.15 -0.09 -0.13  -0.412
C -1.30 0.99 0.07  -0.167
C 0.28 -0.12 -1.65  -0.139
C 2.25 -0.42 -0.33  -0.260
H -0.01 -2.41 0.47  0.110
H -0.22 -1.16 1.72  0.044
H -1.65 -1.59 0.85  0.128
H -1.13 1.94 -0.62  0.139
H -2.27 0.63 -0.03  0.069
H -0.74 1.03 2.16  0.091
H -0.14 2.31 1.28  0.083
H 0.39 -1.10 -2.09  0.109
H -0.06 0.60 -2.47  0.133
H 2.63 -0.78 -1.45  0.184
N -1.10 1.80 1.42  -0.062
N 1.01 0.23 -0.66  -0.103
O 2.69 -0.53 0.77  0.088

## Properties
Largest force on an atom: 0.2225 Eh/bohr
Energy above the lowest of the compared OMol25 structures with the same formula, charge and spin: 442.4 kJ/mol
Highest occupied orbital energy: -9.03 eV
E_tot: -10370.7198 eV
Total charge: 0